w:
C5H12O | the ωB97M-V functional and the def2-TZVPD basis

Last column: natural (NBO) charge in e.
Geometry (Å):
C (-2.6639, 0.8916, -0.4883)  -0.607
C (-1.1666, 1.1791, -0.5725)  -0.412
C (-0.3322, -0.0670, -0.3327)  -0.052
O (1.0193, 0.2367, -0.5896)  -0.541
C (1.9105, -0.8222, -0.3031)  -0.059
C (2.4497, -0.7504, 1.1206)  -0.635
H (-3.2497, 1.7996, -0.6621)  0.214
H (-2.9468, 0.4971, 0.4948)  0.201
H (-2.9665, 0.1524, -1.2394)  0.202
H (-0.8771, 1.9495, 0.1531)  0.203
H (-0.9124, 1.5676, -1.5650)  0.206
H (-0.4747, -0.4187, 0.7021)  0.156
H (-0.6697, -0.8802, -0.9985)  0.156
H (2.7350, -0.7354, -1.0200)  0.182
H (1.4177, -1.7895, -0.4868)  0.161
H (3.1649, -1.5598, 1.3058)  0.210
H (1.6469, -0.8353, 1.8601)  0.204
H (2.9589, 0.2042, 1.2843)  0.212

Kohn-Sham gap, eV: 10.85
HOMO level, eV: -9.68

x:
C5H12O | the ωB97M-V functional and the def2-TZVPD basis

Last column: natural (NBO) charge in e.
Geometry (Å):
C (-0.5073, -2.0984, 1.5127)  -0.645
C (-0.1769, -1.3062, 0.2714)  -0.221
C (-0.7177, -0.1651, -0.0004)  -0.180
C (-0.4608, 0.4522, -1.4061)  -0.458
C (1.0012, 0.9277, -1.6292)  -0.621
H (-1.5307, -1.7672, 2.0188)  0.206
H (0.1760, -1.9920, 2.3140)  0.215
H (-0.7730, -3.1803, 1.4045)  0.221
H (0.4817, -1.7650, -0.4223)  0.194
H (-1.4693, 0.3950, 0.6816)  0.223
H (-0.5184, -0.4257, -2.1317)  0.218
H (-1.2597, 1.2955, -1.5667)  0.219
H (1.0792, 1.8397, -2.2480)  0.218
H (1.7255, 0.1404, -2.1086)  0.214
H (1.5120, 1.0892, -0.5753)  0.190
O (0.2639, 2.3658, 1.5588)  -0.929
H (0.7432, 1.4819, 1.5812)  0.476
H (0.4312, 2.7126, 0.7453)  0.460

Kohn-Sham gap, eV: 10.48
HOMO level, eV: -9.52

y:
C5H12O | the ωB97M-V functional and the def2-TZVPD basis

Last column: natural (NBO) charge in e.
Geometry (Å):
C (-2.1926, -1.0315, 1.7536)  -0.606
C (-1.4633, 0.1210, 1.0684)  -0.414
C (-0.3723, -0.3953, 0.1547)  -0.052
O (0.3310, 0.6718, -0.4332)  -0.534
C (1.3983, 0.1663, -1.2032)  -0.060
C (2.3437, 1.2797, -1.6505)  -0.636
H (-2.9469, -0.6623, 2.4540)  0.214
H (-1.4979, -1.6569, 2.3265)  0.202
H (-2.6895, -1.6768, 1.0189)  0.203
H (-1.0069, 0.7831, 1.8124)  0.204
H (-2.1645, 0.7284, 0.4854)  0.204
H (0.3336, -1.0147, 0.7355)  0.154
H (-0.8007, -1.0515, -0.6251)  0.156
H (0.9970, -0.3930, -2.0626)  0.160
H (1.9520, -0.5613, -0.5871)  0.156
H (2.4472, 1.3436, -2.7389)  0.210
H (3.3320, 1.1000, -1.2250)  0.209
H (1.9998, 2.2495, -1.2838)  0.229

Kohn-Sham gap, eV: 10.94
HOMO level, eV: -9.74

Computed stability ranking, most favorable first: w, y, x

w:
CH2Br2S | the ωB97M-V functional and the def2-TZVPD basis

Last column: natural (NBO) charge in e.
Geometry (Å):
C (0.1951, 0.1103, -0.4066)  -0.558
S (-1.1173, 0.6731, 0.9351)  -0.037
Br (0.5467, -1.7286, -0.2513)  0.102
Br (1.5746, 1.3380, -0.3844)  0.119
H (-0.2905, 0.1921, -1.3921)  0.229
H (-0.9088, -0.5850, 1.4994)  0.146

Kohn-Sham gap, eV: 9.79
HOMO level, eV: -9.64

x:
CH2Br2S | the ωB97M-V functional and the def2-TZVPD basis

Last column: natural (NBO) charge in e.
Geometry (Å):
C (-0.5905, -0.2174, 0.9052)  -0.467
S (1.7192, 0.6840, -0.9488)  -0.164
Br (-0.8860, -1.8698, 0.0651)  0.137
Br (-1.7191, 1.1798, 0.3726)  0.134
H (-0.0314, -0.0857, 1.9040)  0.242
H (1.5078, 0.3091, -2.2981)  0.118

Kohn-Sham gap (spin up / spin down), eV: 6.34 / 8.98
HOMO level (spin up / spin down), eV: -8.52 / -9.74

Computed stability ranking, most favorable first: w, x

w:
C2H8O | the ωB97M-V functional and the def2-TZVPD basis

Last column: natural (NBO) charge in e.
Geometry (Å):
C (-0.9568, 0.3519, -0.6724)  -0.604
C (0.4067, 1.0433, -0.6614)  -0.615
H (-1.7814, 1.0052, -0.4108)  0.211
H (-0.9870, -0.4378, 0.0881)  0.183
H (-1.1331, -0.1626, -1.6163)  0.210
H (0.3258, 2.1002, -0.8992)  0.209
H (0.8437, 1.0518, 0.3371)  0.198
H (1.0832, 0.5586, -1.3710)  0.208
O (0.5054, -2.1437, 1.8802)  -0.929
H (1.4456, -1.9674, 2.0054)  0.465
H (0.2480, -1.3996, 1.3202)  0.463

Kohn-Sham gap, eV: 12.50
HOMO level, eV: -11.58

x:
C2H8O | the ωB97M-V functional and the def2-TZVPD basis

Last column: natural (NBO) charge in e.
Geometry (Å):
C (-1.0732, -0.0905, -0.0095)  -0.607
C (-0.6900, 0.3967, -1.4215)  -0.600
H (-0.2576, -0.1234, 0.7038)  0.199
H (-1.3915, -1.1124, -0.2246)  0.200
H (-1.9754, 0.4005, 0.3457)  0.207
H (-0.6269, 1.4809, -1.5107)  0.198
H (0.2604, 0.0429, -1.6913)  0.198
H (-1.4165, -0.0081, -2.1127)  0.202
O (2.5337, -0.3112, 2.3450)  -0.932
H (2.2945, -1.0915, 1.8257)  0.467
H (2.3426, 0.4161, 1.7503)  0.466

Kohn-Sham gap, eV: 12.44
HOMO level, eV: -11.65

Computed stability ranking, most favorable first: w, x

w:
C2H8O | the ωB97M-V functional and the def2-TZVPD basis

Last column: natural (NBO) charge in e.
Geometry (Å):
C (1.9013, 0.0610, 1.5131)  -0.618
C (0.9979, 1.2642, 1.2773)  -0.619
H (1.3915, -0.7845, 1.9720)  0.211
H (2.9084, 0.2386, 1.8531)  0.209
H (2.1122, -0.3848, 0.5157)  0.198
H (1.1669, 1.9720, 0.4680)  0.213
H (-0.0215, 0.8913, 1.3504)  0.207
H (1.1000, 1.9326, 2.1431)  0.199
O (-3.8891, -1.6472, -4.0395)  -0.955
H (-3.0808, -2.0281, -3.6595)  0.478
H (-4.5868, -1.5151, -3.3938)  0.477

Kohn-Sham gap, eV: 12.32
HOMO level, eV: -11.31

x:
C2H8O | the ωB97M-V functional and the def2-TZVPD basis

Last column: natural (NBO) charge in e.
Geometry (Å):
C (0.6787, 0.3998, -1.3685)  -0.611
C (-0.3913, -0.6101, -1.7867)  -0.609
H (1.5130, 0.3799, -2.0622)  0.201
H (1.1409, 0.2420, -0.3844)  0.209
H (0.2529, 1.4065, -1.3618)  0.202
H (-0.2400, -1.6014, -1.3702)  0.205
H (-1.3856, -0.3190, -1.4198)  0.201
H (-0.4520, -0.6768, -2.8723)  0.203
O (-0.1410, 0.2521, 3.9222)  -0.944
H (-0.2114, -0.4269, 4.5936)  0.472
H (-0.7643, 0.9538, 4.1101)  0.472

Kohn-Sham gap, eV: 12.63
HOMO level, eV: -11.62

Computed stability ranking, most favorable first: x, w

w:
C5H7NO | the ωB97M-V functional and the def2-TZVPD basis

Last column: natural (NBO) charge in e.
Geometry (Å):
C (1.3056, 1.2990, -0.1273)  -0.586
C (0.5030, -0.0003, -0.2525)  -0.333
C (0.1381, -0.2789, -1.6510)  0.288
N (-0.1933, -0.4806, -2.7401)  -0.323
C (-0.7789, 0.0178, 0.5914)  -0.501
C (-1.2654, -1.3740, 0.9279)  0.445
O (-0.6156, -2.3698, 0.7153)  -0.512
H (2.2057, 1.2695, -0.7480)  0.227
H (1.6131, 1.4348, 0.9164)  0.214
H (0.7040, 2.1604, -0.4339)  0.215
H (1.1194, -0.8408, 0.0841)  0.267
H (-0.5994, 0.5372, 1.5443)  0.239
H (-1.5800, 0.5840, 0.0989)  0.241
H (-2.2610, -1.4345, 1.4158)  0.119

Kohn-Sham gap, eV: 11.17
HOMO level, eV: -10.42

x:
C5H7NO | the ωB97M-V functional and the def2-TZVPD basis

Last column: natural (NBO) charge in e.
Geometry (Å):
C (-0.4852, -0.0337, 1.0994)  -0.276
C (-1.5301, 0.6170, 0.4491)  -0.077
C (0.5938, -1.6607, -0.3943)  0.638
C (-2.2535, 1.6094, 1.2918)  -0.732
C (2.2484, -1.0040, -1.9155)  -0.257
N (0.2814, -0.8150, 0.3850)  -0.264
O (1.3855, -2.0008, -1.3270)  -0.457
H (-0.1666, 0.0655, 2.1453)  0.172
H (-3.1860, 1.1243, 1.5895)  0.241
H (-2.5329, 2.4683, 0.6830)  0.227
H (-1.7303, 1.9460, 2.1970)  0.174
H (3.2798, -1.3113, -1.7451)  0.202
H (2.0617, -0.0255, -1.4751)  0.203
H (2.0340, -0.9796, -2.9831)  0.207

Kohn-Sham gap (spin up / spin down), eV: 6.88 / 6.88
HOMO level (spin up / spin down), eV: -7.29 / -7.29

y:
C5H7NO | the ωB97M-V functional and the def2-TZVPD basis

Last column: natural (NBO) charge in e.
Geometry (Å):
C (1.6197, 0.9885, 0.1510)  -0.595
C (0.5589, -0.1006, -0.0555)  -0.305
C (-0.3266, -0.4354, 1.0960)  0.229
N (-1.5003, -0.7045, 0.6623)  -0.482
C (-1.6479, -0.4567, -0.8862)  0.562
O (-2.7264, -0.7119, -1.3898)  -0.664
C (-0.3911, 0.0006, -1.2016)  -0.506
H (2.5057, 0.7431, -0.4377)  0.220
H (1.9385, 1.0698, 1.1970)  0.207
H (1.2618, 1.9628, -0.1887)  0.225
H (-0.0220, -0.5587, 2.1325)  0.209
H (-2.2718, -1.0571, 1.2192)  0.421
H (-0.1138, 0.3208, -2.1966)  0.232
H (1.1153, -1.0607, -0.1019)  0.247

Kohn-Sham gap, eV: 7.46
HOMO level, eV: -7.35

z:
C5H7NO | the ωB97M-V functional and the def2-TZVPD basis

Last column: natural (NBO) charge in e.
Geometry (Å):
C (1.8811, 0.0193, 0.0732)  0.648
C (-0.5990, 1.7445, -0.7985)  -0.491
C (-0.8105, 0.5524, -0.4102)  0.340
C (1.3540, -1.2947, 0.4718)  -0.417
C (-1.6538, -0.4205, 0.2156)  -0.723
N (0.9115, -0.4725, -0.6759)  -0.464
O (2.4752, 0.9511, 0.4875)  -0.566
H (0.4203, 1.9273, -1.0877)  0.269
H (-1.4201, 2.5119, -0.8549)  0.243
H (1.9346, -2.1798, 0.1372)  0.198
H (0.9014, -1.5086, 1.4731)  0.205
H (-1.0157, -1.2525, 0.4438)  0.264
H (-2.3356, -0.6357, -0.5463)  0.249
H (-2.0434, 0.0578, 1.0714)  0.245

Kohn-Sham gap, eV: 9.06
HOMO level, eV: -8.66

Computed stability ranking, most favorable first: w, y, z, x

w:
C5H18NO2 | the ωB97M-V functional and the def2-TZVPD basis

Last column: natural (NBO) charge in e.
Geometry (Å):
C (-0.6421, -0.5738, 1.4138)  -0.681
C (-0.3385, -0.0162, 0.0103)  -0.046
C (0.3371, 1.3596, 0.2158)  -0.262
C (-0.6559, 2.4649, 0.9254)  -0.563
C (1.7989, 1.2793, 0.6652)  -0.652
N (0.6869, -0.9356, -0.7130)  -0.725
H (0.2505, -0.8241, 1.9942)  0.235
H (-1.1054, -1.6376, 1.4232)  0.233
H (-1.3622, 0.0133, 2.0991)  0.267
H (-1.1522, -0.0633, -0.8500)  0.255
H (0.4625, 1.8763, -0.7910)  0.221
H (-1.3973, 2.0192, 1.5908)  0.211
H (-1.0644, 2.9681, 0.1829)  0.211
H (0.0521, 3.0758, 1.5531)  0.225
H (2.3935, 2.0340, 0.2733)  0.239
H (2.3776, 0.3399, 0.3162)  0.183
H (2.1385, 1.6072, 1.7887)  0.249
H (1.0992, -1.6142, 0.0950)  0.485
H (1.4117, -0.3576, -1.0409)  0.442
H (0.1135, -1.4763, -1.2437)  0.427
H (1.3897, -4.0217, 0.1069)  0.502
H (2.4180, -3.6075, 1.1803)  0.512
O (1.6829, -3.2078, 0.6530)  -0.974
H (-3.5731, 0.4461, -2.3099)  0.464
H (-3.0822, 0.1905, -3.6225)  0.474
O (-2.8298, 0.5202, -2.7951)  -0.933

Kohn-Sham gap, eV: 11.41
HOMO level, eV: -14.38
Charge: +1

x:
C5H18NO2 | the ωB97M-V functional and the def2-TZVPD basis

Last column: natural (NBO) charge in e.
Geometry (Å):
C (0.4783, -0.0738, -1.0824)  -0.189
C (0.5920, 1.2094, -0.2985)  -0.294
C (1.2240, 2.2893, -1.1347)  -0.637
C (1.6152, 0.8779, 0.8918)  -0.356
C (1.4001, 1.5327, 2.2662)  -0.634
N (-1.0196, -0.4044, -1.3215)  -0.704
H (0.8006, -0.0863, -2.1517)  0.224
H (0.9501, -1.0260, -0.7396)  0.225
H (-0.3102, 1.5115, 0.2494)  0.229
H (1.3132, 3.2076, -0.4449)  0.234
H (0.7249, 2.5745, -2.0504)  0.219
H (2.2939, 2.2964, -1.3620)  0.239
H (2.5768, 1.2178, 0.5305)  0.215
H (1.6666, -0.2408, 0.9593)  0.185
H (0.5127, 1.5561, 2.8445)  0.217
H (1.7788, 2.5492, 2.0672)  0.216
H (2.1846, 1.0739, 2.8656)  0.231
H (-1.0706, -1.3501, -1.7273)  0.463
H (-1.4175, 0.2988, -1.9435)  0.426
H (-1.6356, -0.4998, -0.5015)  0.462
H (-1.6034, -3.4040, 0.0606)  0.499
H (-0.2402, -3.4655, -0.6921)  0.481
O (-1.1789, -3.2941, -0.7973)  -0.968
H (-3.2212, -1.2878, 1.5617)  0.500
H (-1.8235, -0.8475, 1.9903)  0.492
O (-2.3053, -1.2596, 1.2606)  -0.974

Kohn-Sham gap, eV: 11.49
HOMO level, eV: -14.51
Charge: +1

Computed stability ranking, most favorable first: x, w